85
Properties=species:S:1:pos:R:3 method="wB97M-V/def2-TZVPD" relative_energy_ev=0.000 lumo_ev=-0.73 homo_lumo_gap_ev=7.37
Bi -1.71562 1.99279 -2.71643
N -2.06958 -1.70080 5.13041
C -1.91349 -0.59414 5.86101
C -1.40410 0.65220 5.52387
C -1.75111 1.66187 6.39331
C -2.62933 1.49824 7.47039
C -3.01029 0.26325 7.88338
C -2.68224 -0.79785 7.02869
N -3.14504 -2.09273 6.97162
C -2.71877 -2.60146 5.90448
C -2.87949 -4.03627 5.45851
C -3.19255 -5.03153 6.26165
S -2.98784 -6.55051 5.50654
C -2.46508 -5.65793 4.11568
N -2.42397 -4.38274 4.19332
H -1.55672 -2.04632 4.32586
H -0.85196 0.73487 4.66738
H -1.45244 2.73950 6.21476
H -2.70096 2.34127 8.05033
H -3.64600 0.16555 8.77919
H -3.26090 -4.81927 7.41699
H -2.33562 -6.26463 3.24792
O 0.51215 7.47303 -4.84519
C 0.01046 6.53859 -4.27418
C -1.42037 6.35458 -3.78041
O -2.18449 7.18813 -3.42780
C -1.53693 4.82124 -3.72033
C -0.21511 4.28548 -3.70377
O 0.03149 3.00221 -3.43470
C 0.83383 5.23680 -4.02801
O 2.02904 5.21730 -3.96579
O -2.53376 4.01617 -3.43376
H -1.40960 2.84691 -1.08607
C 1.32745 2.92885 1.58911
C 1.91610 1.53889 1.90385
C 1.23791 0.60013 0.93453
C 1.86644 0.78225 -0.44638
C 2.24666 2.28322 -0.69888
C 1.34924 3.23987 0.05712
P 0.64389 0.10613 -1.67548
C 1.58735 -0.48648 -3.12724
C 2.57436 0.51985 -3.73431
C 3.16765 -0.02753 -5.05140
C 2.02653 -0.22534 -6.16589
C 0.68377 0.04363 -5.50484
C 0.47453 -0.67982 -4.15216
C 0.04600 -1.46303 -0.84894
C 1.08511 -2.42531 -0.13777
C 1.23685 -3.76373 -0.88972
C -0.08075 -4.54756 -0.79521
C -1.28511 -3.58507 -0.74617
C -1.01437 -2.35489 -1.57719
H 1.75659 3.73281 2.19471
H 0.29960 3.05729 1.93731
H 1.69367 1.26008 2.90836
H 2.94438 1.61968 1.64682
H 0.17952 0.51654 0.88203
H 1.49520 -0.37089 1.28962
H 2.71944 0.14876 -0.51322
H 2.27771 2.35598 -1.75885
H 3.22673 2.35572 -0.26671
H 0.35138 3.27418 -0.33390
H 1.71647 4.27525 -0.09412
H 2.16170 -1.39394 -2.86790
H 3.40683 0.64381 -3.01218
H 2.20661 1.52335 -3.80224
H 3.62792 -0.98557 -4.85661
H 4.03526 0.65421 -5.26983
H 2.04129 -1.31163 -6.26148
H 2.25561 0.34960 -7.00725
H -0.14646 -0.24284 -6.15027
H 0.47051 1.10419 -5.28284
H 0.30185 -1.68460 -4.33909
H -0.49032 -0.30565 -3.71619
H -0.56980 -1.14329 0.00837
H 0.78790 -2.51077 0.92644
H 2.07402 -1.97490 -0.07952
H 2.06512 -4.28478 -0.47472
H 1.44268 -3.52198 -1.92277
H -0.20647 -5.13508 0.10077
H -0.17309 -5.08939 -1.79130
H -1.54112 -3.30704 0.30601
H -2.21506 -4.05516 -1.05146
H -2.01242 -1.90979 -1.70410
H -0.59646 -2.58201 -2.56575


88
Properties=species:S:1:pos:R:3 method="wB97M-V/def2-TZVPD" relative_energy_ev=0.253 charge=+2 lumo_ev=-7.16 homo_lumo_gap_ev=6.99
Ti -0.48222 -1.01299 -0.63411
C 3.02643 0.48246 -1.19193
P 1.86103 -0.20868 0.01734
C 1.62056 1.24601 1.11614
N 2.68785 1.71569 1.71688
C 2.56109 2.81866 2.48563
C 3.69167 3.35086 3.15298
C 3.54643 4.47177 3.90989
C 2.27932 5.10671 4.04484
C 1.17417 4.60875 3.42573
C 1.29722 3.44882 2.62385
N 0.21960 2.96471 1.96787
C 0.36530 1.90116 1.21310
P -1.12329 1.37641 0.24137
C -2.47609 1.73380 1.39568
C -1.28262 2.71246 -1.07692
C -0.01397 2.63830 -1.93578
C -2.54702 2.46865 -1.90837
C -1.39997 4.10434 -0.45350
C 2.78120 -1.56761 0.91890
C 3.97681 -1.06354 1.72845
C 3.27258 -2.54251 -0.16171
C 1.79519 -2.26023 1.87167
H 3.84989 0.89663 -0.61216
H 2.55650 1.28420 -1.75960
H 3.38892 -0.27824 -1.87641
H 4.64617 2.85068 3.04235
H 4.40379 4.89037 4.42390
H 2.20073 6.00214 4.64867
H 0.20220 5.07593 3.52446
H -2.24897 2.70180 1.83226
H -2.54288 0.99136 2.17933
H -3.42240 1.77144 0.85710
H 0.85465 3.01630 -1.38943
H 0.20313 1.62196 -2.27176
H -0.13758 3.25472 -2.83049
H -2.56430 1.50503 -2.40036
H -2.60254 3.23919 -2.68296
H -3.45026 2.56290 -1.29989
H -0.58458 4.34388 0.22562
H -2.34708 4.23860 0.07383
H -1.37844 4.82731 -1.27447
H 4.70495 -0.53142 1.11416
H 4.47975 -1.94074 2.14960
H 3.68052 -0.41514 2.54670
H 4.08664 -2.11925 -0.75132
H 2.48517 -2.86844 -0.84184
H 3.66294 -3.43268 0.33800
H 1.57072 -1.62743 2.73174
H 2.24515 -3.18192 2.24673
H 0.85642 -2.54051 1.39392
F 2.18507 0.94563 -6.66525
C 1.31710 0.53851 -5.76624
C 1.74801 -0.19286 -4.67089
F 3.03181 -0.48646 -4.51430
C 0.81260 -0.59458 -3.75264
F 1.21511 -1.27782 -2.65356
C -0.53122 -0.30797 -3.85782
S -1.67232 -0.90518 -2.66401
C -0.93622 0.42915 -4.95719
F -2.21323 0.75171 -5.10969
C -0.02351 0.84882 -5.90711
F -0.42522 1.55444 -6.94755
C -4.00812 -1.12535 2.06507
Si -2.35877 -1.96891 2.08895
C -2.46890 -3.74420 2.59695
C -1.09170 -1.09814 3.15280
N -1.69643 -1.94703 0.37687
C -2.07078 -3.06350 -0.46030
C -3.34905 -3.60923 -0.55571
C -3.56275 -4.73544 -1.33606
C -2.51702 -5.33218 -2.03523
C -1.23597 -4.79956 -1.96913
C -1.07994 -3.69138 -1.19053
F 0.17166 -3.07126 -1.08362
H -4.81464 -1.86427 2.10451
H -4.16003 -0.50842 1.17543
H -4.11707 -0.48404 2.94740
H -1.92555 -3.89855 3.53277
H -2.04886 -4.42288 1.85044
H -3.50798 -4.04181 2.76254
H -0.48938 -1.84476 3.67681
H -1.57337 -0.48249 3.91936
H -0.40760 -0.45908 2.59803
H -4.17240 -3.14353 -0.02241
H -4.55982 -5.15526 -1.39662
H -2.69711 -6.21491 -2.63604
H -0.39685 -5.22987 -2.50173


79
Properties=species:S:1:pos:R:3 method="wB97M-V/def2-TZVPD" relative_energy_ev=0.000 charge=+1 lumo_ev=-4.65 homo_lumo_gap_ev=5.27
Pt -0.48674 -0.12545 -1.32485
C 6.00315 -1.76359 1.06199
C 5.66542 -0.38305 0.47789
C 6.66841 -0.05381 -0.62737
C 5.77570 0.68431 1.57613
C 4.23625 -0.42080 -0.04482
C 3.91207 -0.28173 -1.38916
C 2.58666 -0.30319 -1.78143
N 1.58817 -0.47708 -0.91973
C 1.87430 -0.66861 0.37963
C 3.17524 -0.62569 0.83843
C 0.70247 -0.95187 1.24606
C 0.83162 -1.31930 2.57438
C -0.28960 -1.58185 3.35416
C -1.52496 -1.46062 2.72215
C -1.59416 -1.10513 1.39323
N -0.50530 -0.85863 0.65708
C -0.20585 -1.99154 4.81690
C -1.01161 -0.99233 5.66027
C 1.23470 -2.01558 5.32685
C -0.80905 -3.39672 4.96434
H 7.03183 -1.76663 1.42440
H 5.90584 -2.54442 0.30606
H 5.35313 -2.01731 1.90084
H 7.66941 -0.00262 -0.19938
H 6.45736 0.91158 -1.09092
H 6.68425 -0.82032 -1.40407
H 6.79958 0.71684 1.94995
H 5.12366 0.47246 2.42414
H 5.52382 1.67317 1.18962
H 4.67253 -0.13679 -2.14105
H 2.30367 -0.16187 -2.81572
H 3.37413 -0.75143 1.89202
H 1.81696 -1.40731 3.00259
H -2.44750 -1.64606 3.25362
H -2.54194 -1.00754 0.88316
H -0.61342 0.01868 5.55891
H -0.95647 -1.27556 6.71191
H -2.06406 -0.97486 5.37696
H 1.71143 -1.03669 5.24244
H 1.84189 -2.75228 4.79673
H 1.23687 -2.29021 6.38151
H -1.85168 -3.42453 4.64656
H -0.77033 -3.70333 6.01028
H -0.25258 -4.12687 4.37433
C -3.73161 4.42177 -2.10153
N -3.07602 3.78830 -0.98411
C -3.68335 3.98940 0.30823
C -2.37340 2.55579 -1.21117
C -3.16954 1.25985 -1.32339
C -4.56204 1.27334 -1.33652
C -5.29592 0.09806 -1.40636
C -4.63790 -1.12088 -1.46339
C -3.24987 -1.14599 -1.45497
C -2.49931 0.03170 -1.39247
H -3.85699 5.48652 -1.89292
H -4.72485 4.01761 -2.34810
H -3.10706 4.32806 -2.99189
H -3.79585 5.05930 0.49680
H -3.03187 3.58021 1.08278
H -4.67421 3.52685 0.42827
H -1.64107 2.42643 -0.40628
H -1.77979 2.67575 -2.12493
H -5.08283 2.21819 -1.28146
H -6.37747 0.13640 -1.40937
H -5.19767 -2.04616 -1.51364
H -2.74204 -2.10493 -1.49947
N -0.30470 0.70452 -2.97957
C -0.89240 0.45704 -4.15236
C -0.67776 1.42166 -5.17656
C -1.26003 1.27042 -6.41088
C -2.05102 0.14666 -6.65569
C -2.26465 -0.82802 -5.68085
C -1.69962 -0.68073 -4.43629
H -0.05879 2.27510 -4.93273
H -1.10977 2.00619 -7.18842
H -2.50679 0.02514 -7.63046
H -2.87585 -1.69074 -5.90688
H -1.84327 -1.41664 -3.66045


Number 1: highest occupied orbital energy -8.11 eV. Number 2: highest occupied orbital energy -14.15 eV. Number 3: highest occupied orbital energy -9.92 eV.